Below is a cluster of 11 separate species, C46H120N6O22 in total at a distorted geometry, with properties calculated with ωB97M-V with the def2-TZVPD basis set.

```
194
Properties=species:S:1:pos:R:3
C -7.81982 15.88650 16.20272
O -7.22624 16.41123 15.03488
C -7.74139 15.89704 13.82068
C -6.65005 16.00360 12.72604
N -5.59684 15.08157 13.12063
C -4.51073 15.07616 12.11417
C -3.29390 14.34400 12.64243
O -3.41572 12.96702 12.89801
C -3.94065 12.08676 11.90995
H -8.89387 16.03364 16.08929
H -7.50687 16.47167 17.06744
H -7.62010 14.84194 16.44167
H -8.57949 16.48467 13.44600
H -8.13661 14.88835 13.94088
H -6.29783 17.03182 12.64344
H -7.08954 15.78114 11.75370
H -5.30788 15.41581 14.02887
H -4.15452 16.05598 11.79610
H -4.79580 14.55313 11.20134
H -2.98932 14.73163 13.61458
H -2.46494 14.45353 11.94318
H -5.01512 12.24824 11.82305
H -3.74925 11.05960 12.22046
H -3.46838 12.20447 10.93466
C -7.44161 -4.90063 5.54740
O -8.76141 -4.96593 4.97887
C -9.81119 -5.33044 5.78524
C -11.10809 -5.36315 4.98779
N -11.45229 -4.05888 4.48073
C -12.75462 -4.12172 3.76184
C -13.88971 -4.22125 4.73618
O -15.18321 -4.03729 4.17638
C -16.13963 -4.64746 5.13835
H -6.84133 -4.42652 4.77089
H -7.07288 -5.86354 5.90093
H -7.53494 -4.38098 6.50100
H -10.04563 -4.77952 6.69607
H -9.70097 -6.34146 6.17737
H -11.87361 -5.68488 5.69389
H -11.05738 -6.04836 4.14161
H -10.76403 -3.95192 3.74930
H -12.83760 -4.93364 3.03935
H -12.89720 -3.24383 3.13171
H -13.70110 -3.59600 5.60887
H -13.83278 -5.22541 5.15633
H -17.20273 -4.53552 4.92534
H -15.91108 -4.23704 6.12193
H -15.90705 -5.71103 5.19146
C 3.70108 -0.40442 1.35504
O 3.53664 -1.36178 2.31338
C 4.10457 -2.66172 2.11723
C 3.85417 -3.52783 3.40443
N 4.32702 -2.82183 4.63088
C 5.79212 -2.93511 4.79886
C 6.60897 -1.69884 4.41663
O 5.99720 -0.45962 4.87414
C 6.29487 -0.18849 6.18587
H 3.14057 0.46176 1.70671
H 3.40861 -0.60148 0.32367
H 4.75100 -0.12090 1.28167
H 5.18961 -2.63863 2.01590
H 3.50230 -3.13432 1.34133
H 4.29794 -4.50779 3.22883
H 2.78360 -3.67096 3.55108
H 4.20707 -1.85336 4.37055
H 6.19740 -3.85897 4.38614
H 5.94577 -3.08729 5.86719
H 6.47734 -1.66154 3.33525
H 7.64561 -1.78051 4.74343
H 5.84448 -0.91513 6.86207
H 5.95013 0.79238 6.51323
H 7.30248 -0.11038 6.59418
C -1.75611 -0.98940 12.81727
O -1.21801 0.31929 12.67478
C -1.70397 1.22347 13.67218
C -0.95942 2.54340 13.53723
N 0.43568 2.30435 13.91176
C 1.19803 3.50470 13.94468
C 2.68186 3.32302 14.30540
O 3.37590 2.56707 13.31569
C 4.70724 2.18848 13.71002
H -1.45022 -1.65402 12.00930
H -2.84045 -0.98178 12.70670
H -1.45911 -1.47725 13.74566
H -1.67681 0.81438 14.68214
H -2.77762 1.29216 13.49719
H -1.36276 3.23976 14.27241
H -1.14380 2.88148 12.51751
H 1.02086 1.64495 13.41894
H 0.88022 4.20985 14.71270
H 1.10685 3.93041 12.94540
H 2.68520 2.78283 15.25213
H 3.16292 4.29579 14.40732
H 4.88109 1.60025 14.61105
H 5.36011 3.05024 13.84862
H 5.18941 1.62799 12.90910
C -3.80000 -8.37082 12.57842
O -5.10391 -8.84595 12.77155
C -5.39803 -9.34827 14.11334
C -6.89039 -9.83224 14.15257
N -7.82117 -8.76139 14.53773
C -7.98614 -7.70953 13.52971
C -9.02158 -6.68720 14.00243
O -9.20369 -5.89241 12.84301
C -10.30526 -6.31312 12.05665
H -3.36983 -7.85733 13.43829
H -3.79803 -7.64635 11.76403
H -3.24299 -9.23597 12.21878
H -5.07689 -8.65520 14.89092
H -4.86702 -10.28309 14.29290
H -6.98866 -10.62711 14.89190
H -7.20565 -10.35288 13.24832
H -7.30154 -8.26617 15.24824
H -8.16328 -8.14346 12.54564
H -7.07991 -7.12852 13.35862
H -8.63328 -6.00031 14.75444
H -9.98634 -7.09576 14.30314
H -10.46864 -5.45851 11.40007
H -11.20177 -6.46671 12.65728
H -10.15576 -7.26388 11.54501
C 1.21232 10.25960 27.36802
O 2.27800 11.06747 26.85269
C 2.96709 10.61163 25.73729
C 3.97235 9.54724 26.15374
N 4.57731 9.00162 24.97209
C 5.99733 8.88019 25.03168
C 6.42781 8.16427 23.76558
O 5.81250 6.87551 23.64402
C 5.91075 6.33915 22.30411
H 0.36227 10.27816 26.68599
H 0.76049 10.71977 28.24677
H 1.44549 9.20821 27.53628
H 3.48969 11.44151 25.26159
H 2.36626 10.24677 24.90424
H 3.55299 8.80934 26.83766
H 4.71447 10.05860 26.76681
H 4.28170 8.03846 24.90106
H 6.20981 8.33920 25.95379
H 6.37487 9.90058 25.09780
H 7.50607 8.09839 23.62029
H 6.18780 8.75293 22.88016
H 6.94630 6.31109 21.96508
H 5.24687 6.94379 21.68623
H 5.53343 5.31820 22.36226
O 8.96053 9.89300 16.30796
C 10.31294 10.00328 16.46382
C 10.98906 11.32444 16.40242
O 10.48740 12.21176 17.41511
H 8.89322 10.12915 15.37989
H 10.40114 9.66563 17.49644
H 10.76378 9.23508 15.83557
H 10.83358 11.73649 15.40535
H 12.06869 11.21350 16.50331
H 9.57901 12.42521 17.18955
O -4.37985 9.38475 18.07920
C -4.74598 9.95507 16.81004
C -6.27137 10.08357 16.51329
O -6.50678 10.49754 15.18428
H -4.77127 8.50843 18.10047
H -4.30198 10.94281 16.68619
H -4.23153 9.35853 16.05665
H -6.67373 10.84871 17.17720
H -6.86409 9.19723 16.73953
H -6.03349 11.32704 15.08676
O 3.52808 -3.32381 17.62266
C 2.98125 -1.99125 17.42081
C 1.53953 -1.91367 17.83306
O 1.55988 -2.05440 19.23044
H 3.23296 -3.65944 18.47228
H 3.59938 -1.25941 17.94081
H 3.05952 -1.71678 16.36882
H 0.88539 -2.68908 17.43437
H 1.07865 -0.95872 17.58052
H 1.78675 -2.94939 19.49336
O 7.87286 9.38096 10.89923
C 6.70042 8.79713 10.33149
C 7.17890 7.61421 9.50773
O 7.77977 7.94020 8.24337
H 8.11921 10.12489 10.34471
H 5.98075 8.51238 11.09902
H 6.16056 9.41681 9.61550
H 6.22229 7.11736 9.34601
H 7.89531 7.05074 10.10553
H 8.57597 8.42279 8.47741
O -0.26606 2.53378 7.13121
C 1.10684 2.87734 7.02575
C 1.18419 4.15417 6.17378
O 0.30279 5.14380 6.61460
H -0.32676 1.63251 7.45622
H 1.57586 3.03000 7.99777
H 1.59542 2.03625 6.53383
H 0.92440 3.87721 5.15207
H 2.19172 4.56444 6.10561
H -0.57338 4.75798 6.68574
```

Properties
HOMO energy (eV): -8.65
Energy relative to the best compared isomer or geometry (same formula, charge and spin) (kcal per mole): 136.72
Molar mass (g/mol): 1109.49
Gap between HOMO and LUMO (eV): 9.01